(1)
51
Properties=species:S:1:pos:R:3:forces:R:3 method="wB97M-V/def2-TZVPD" e_tot_ha=-2674.799225 mol_weight_g_mol=413.12 lumo_energy_ev="2.839 / 2.839" relative_energy_kj_mol=0.0 e_homo_ev="-2.67 / -2.69" homo_lumo_gap_ev="5.5 / 5.5" charge=-1
Ni -0.3241 1.0526 -0.0823 -0.7 0.0 -0.6
O 1.6029 0.7020 0.3901 -0.1 0.0 0.0
C 2.1545 0.5584 1.5266 0.0 0.0 0.1
C 3.4981 0.0704 1.6047 0.0 0.0 0.0
C 4.1299 -0.1660 2.7961 0.0 0.0 0.0
C 3.4827 0.0787 4.0179 0.0 0.0 0.0
C 2.2022 0.5874 3.9829 0.0 0.0 0.0
C 1.5280 0.8494 2.7843 0.0 0.0 -0.1
C 0.1774 1.3834 2.8150 0.0 0.0 0.0
N -0.6671 1.4945 1.8020 0.1 0.0 -0.1
C -1.8277 2.0406 2.2997 0.0 0.0 0.0
C -1.6955 2.2722 3.6296 0.0 0.0 0.0
N -0.4219 1.8498 3.9496 0.0 0.0 0.0
H 3.9874 -0.1347 0.6598 0.0 0.0 0.0
H 5.1425 -0.5565 2.7951 0.0 0.0 0.0
H 3.9739 -0.1210 4.9612 0.0 0.0 0.0
H 1.6985 0.7623 4.9300 0.0 0.0 0.0
H -2.6654 2.2250 1.6509 0.0 0.0 0.0
H -2.3659 2.6863 4.3611 0.0 0.0 0.0
H 0.0245 1.9371 4.8423 0.0 0.0 0.0
O 0.5716 -0.6888 -3.0065 0.0 0.0 -0.1
C 1.7451 -1.0977 -2.3331 0.0 0.0 0.0
C 1.8762 -2.6134 -2.3871 0.0 0.0 0.0
C 0.7424 -3.3384 -1.6558 0.0 0.0 0.0
C 0.6955 -3.0123 -0.1856 -0.1 0.0 -0.1
C 1.7563 -3.3358 0.6608 0.0 0.0 0.0
C 1.6892 -2.9857 1.9947 0.0 0.0 0.0
C 0.5670 -2.3130 2.4520 0.0 0.1 0.0
C -0.4344 -2.0258 1.5407 0.0 0.0 -0.1
N -0.3891 -2.3764 0.2550 0.0 0.0 0.1
H 0.1007 -0.0452 -2.4311 0.0 0.0 0.2
H 1.7316 -0.7472 -1.2975 0.0 0.0 0.0
H 2.6276 -0.6518 -2.8132 0.0 0.0 0.0
H 2.8445 -2.8994 -1.9606 0.0 0.0 0.0
H 1.8803 -2.9321 -3.4344 0.0 0.0 0.0
H 0.8570 -4.4197 -1.7869 0.0 0.0 0.0
H -0.2103 -3.0403 -2.0921 0.0 0.0 0.0
H 2.6255 -3.8463 0.2632 0.0 0.0 0.0
H 2.5085 -3.2069 2.6678 0.0 0.0 0.0
H 0.4912 -1.9814 3.4784 0.0 0.0 0.0
H -1.3148 -1.4687 1.8447 0.0 0.0 0.0
C -3.0476 2.3365 -2.8147 -0.1 0.0 0.0
O -1.7674 2.1243 -2.2757 0.0 0.0 0.2
C -1.5379 1.0314 -1.4135 0.9 -0.1 0.4
C -2.4975 -0.1133 -1.6691 0.0 0.0 0.0
H -3.3833 1.5219 -3.4648 0.0 0.0 0.0
H -2.9884 3.2497 -3.4095 0.0 0.0 0.0
H -3.8050 2.4838 -2.0330 0.0 0.0 0.0
H -3.5398 0.1348 -1.4233 0.0 0.0 0.0
H -2.1913 -0.9599 -1.0557 0.0 0.0 0.0
H -2.4729 -0.4376 -2.7192 0.0 0.0 0.0

=====

(2)
51
Properties=species:S:1:pos:R:3:forces:R:3 method="wB97M-V/def2-TZVPD" e_tot_ha=-1222.043684 mol_weight_g_mol=312.31 lumo_energy_ev=-0.236 relative_energy_kj_mol=439.1 e_homo_ev=-8.91 homo_lumo_gap_ev=8.7
O -3.2932 1.6618 1.0062 0.2 -0.1 0.1
C -2.9621 1.2546 -0.0760 -0.9 0.5 -0.6
C -1.8154 0.3580 -0.3472 1.0 -1.4 -0.8
C -1.5709 -0.7129 0.7345 -0.2 -0.3 0.9
C -0.2636 -0.5632 1.4870 1.6 1.7 -0.3
N 3.2342 -0.4076 0.3782 0.7 0.8 1.0
C 2.1535 -0.4740 1.0765 1.6 -0.3 -1.5
N 0.9059 -0.5151 0.5355 -1.2 -1.3 2.0
H -3.5342 1.5715 -0.9873 0.2 0.0 0.3
H -1.9433 -0.1825 -1.3073 -0.2 0.6 0.3
H -0.9448 1.0183 -0.5195 -0.2 -0.2 0.2
H -1.6692 -1.7535 0.3881 0.1 0.4 -0.5
H -2.4155 -0.5945 1.4158 0.3 -0.1 0.4
H -0.2000 0.3952 2.0343 -0.6 0.0 -0.3
H 0.0394 -1.2393 2.2970 -0.7 -0.5 -0.7
H 3.1717 -0.1219 -0.5908 -0.7 -0.5 -0.3
H 2.3557 -0.5751 2.1532 -1.0 -0.2 -0.3
H 0.7884 -0.2182 -0.4187 0.1 0.3 -0.1
H 0.3446 2.7925 3.2662 0.0 0.2 -0.4
H 0.5113 4.3490 3.3388 -0.2 -0.1 -0.4
O 0.4797 3.5390 3.8525 -0.4 0.7 0.0
H 1.8540 -0.1803 -3.1236 0.1 0.1 0.0
H 0.3796 -0.3781 -2.7987 0.3 0.3 0.1
O 1.1627 0.1703 -2.5519 0.0 -0.6 -0.2
H 1.2693 0.2516 4.7192 -0.4 -0.2 -0.3
H 0.0058 -0.5998 4.3580 0.1 0.1 0.3
O 0.9362 -0.4801 4.1490 0.4 0.1 0.3
H 1.9708 1.8999 -0.1350 0.3 -0.2 -0.5
H 1.3077 1.9806 -1.5956 0.4 -0.2 0.1
O 1.1526 1.8918 -0.6467 0.1 0.6 0.3
H -0.3358 -0.0495 -4.8286 -0.5 0.7 0.0
H -1.3376 1.0098 -4.3451 0.0 -0.1 0.0
O -0.6225 0.8707 -4.9710 0.3 -0.2 -0.3
H 1.0448 -2.3743 -0.1929 -0.3 0.1 0.2
H 1.8934 -3.4832 -0.7601 0.0 -0.3 0.4
O 0.9667 -3.2491 -0.6192 0.6 0.2 0.0
H 0.4837 3.1476 0.1049 -1.0 0.9 0.3
H -0.9637 3.0885 0.5151 -0.3 0.1 0.2
O -0.2344 3.7127 0.5184 0.7 -0.4 0.0
H -0.2394 -2.3119 -3.8044 0.2 0.5 0.5
H -1.4273 -1.8731 -2.9609 -0.1 0.2 0.0
O -0.6983 -1.5009 -3.4767 -0.6 -0.8 -0.3
H 0.6630 -4.2574 -2.9427 0.1 -0.1 0.3
H 1.3821 -2.9705 -2.4953 -0.5 -0.2 0.1
O 1.0218 -3.4294 -3.2665 0.4 -0.2 -1.1
H -2.2335 -4.1817 -2.3091 0.1 -0.1 0.2
H -3.7301 -4.0676 -2.4161 -0.1 0.1 0.1
O -2.9887 -3.7626 -1.8812 0.2 0.0 -0.4
H 2.5720 2.1558 5.1158 -0.3 0.7 0.0
H 1.0161 2.7173 5.1870 1.7 -0.7 -0.2
O 1.6465 1.9441 5.2575 -0.6 -0.7 1.0

=====

(3)
15
Properties=species:S:1:pos:R:3:forces:R:3 method="wB97M-V/def2-TZVPD" e_tot_ha=-266.944269 mol_weight_g_mol=85.13 lumo_energy_ev="-5.685 / -5.683" relative_energy_kj_mol=407.0 e_homo_ev="-11.14 / -11.15" homo_lumo_gap_ev="5.5 / 5.5" charge=+1
C -0.4546 -0.0576 1.7491 -0.9 -0.5 0.1
C -0.8748 -1.2912 -1.4209 0.7 1.3 0.1
C 1.6404 0.4593 0.8150 0.3 0.2 -0.4
C -0.3172 0.8601 -0.4583 -0.2 0.7 0.7
N 0.3175 0.4270 0.7972 0.5 0.1 -0.1
N -0.1725 -0.1923 -1.4383 -0.6 -1.8 -0.3
H -0.0060 -0.4850 2.6240 0.2 -0.1 0.1
H -1.5172 0.0565 1.7055 -0.2 0.2 -0.2
H -1.6582 -1.4234 -0.6924 -0.1 0.2 0.2
H -0.6738 -2.0775 -2.1283 0.2 -0.1 -0.2
H 2.1657 0.1783 1.7059 0.0 -0.1 0.2
H 2.1838 0.8096 -0.0383 0.0 0.2 -0.2
H -1.3766 1.0643 -0.2735 0.3 -0.1 0.0
H 0.1729 1.7666 -0.8230 -0.1 -0.3 0.1
H 0.5706 -0.0949 -2.1238 0.0 -0.1 0.0

=====

(4)
103
Properties=species:S:1:pos:R:3:forces:R:3 method="wB97M-V/def2-TZVPD" e_tot_ha=-5084.037354 mol_weight_g_mol=1054.97 lumo_energy_ev=3.862 relative_energy_kj_mol=221.0 e_homo_ev=-2.14 homo_lumo_gap_ev=6.0 charge=-2
Ag -0.0416 0.1777 -0.1847 0.3 -0.2 0.4
N 1.9579 7.8908 2.7310 0.1 0.0 0.1
C 1.2061 6.7228 2.5149 -0.1 -0.1 0.0
C -0.1146 6.6411 2.9528 0.1 0.0 0.0
C -0.8210 5.4561 2.8334 0.0 -0.1 0.0
C -0.2188 4.3473 2.2709 -0.2 -0.3 0.0
C 1.0820 4.4221 1.8073 0.0 0.0 0.0
C 1.7925 5.6055 1.9228 0.0 0.0 0.0
S -1.0510 2.7556 2.2865 0.0 0.1 0.3
O -2.4523 2.9748 2.5555 0.0 0.2 -0.2
O -0.3351 2.0201 3.2848 0.4 -0.3 -0.2
N -0.7779 2.1086 0.8136 -0.1 0.4 0.3
C -1.3768 2.7927 -0.1896 -0.4 0.5 -0.3
N -1.8755 4.0378 0.0131 0.0 -0.2 0.0
C -2.6486 4.5409 -0.9290 0.1 0.0 0.0
C -2.8986 3.8957 -2.1275 0.0 0.0 -0.1
C -2.1922 2.7135 -2.3162 0.0 0.0 -0.1
N -1.4377 2.1700 -1.3850 0.1 0.1 0.2
H 1.4100 8.7316 2.8131 0.0 0.0 -0.1
H 2.7416 7.9950 2.1071 0.0 0.1 0.0
H -0.5859 7.5134 3.3933 0.0 0.0 0.0
H -1.8458 5.3632 3.1670 0.0 0.1 0.0
H 1.5254 3.5435 1.3560 0.1 0.0 0.0
H 2.8108 5.6656 1.5545 0.0 0.0 0.0
H -3.0794 5.5157 -0.7069 0.0 0.0 -0.1
H -3.5773 4.2946 -2.8673 0.1 0.0 -0.1
H -2.2354 2.1778 -3.2617 -0.1 0.0 0.0
N -0.9977 -3.1058 -0.9689 -0.1 0.0 0.3
C 0.2498 -2.8638 -1.4310 0.6 -0.4 -0.3
N 0.9792 -1.8504 -1.1180 -0.5 0.3 0.1
C 2.2516 -1.9381 -1.6317 0.2 -0.4 -0.3
C 3.2510 -0.9797 -1.4995 -0.2 0.0 0.0
C 4.4825 -1.2109 -2.0807 0.0 0.1 0.0
C 4.7305 -2.3782 -2.8020 0.0 -0.1 0.0
C 3.7426 -3.3365 -2.9557 0.0 0.0 -0.1
C 2.5078 -3.1070 -2.3705 -0.1 0.2 0.1
S 1.0672 -4.0885 -2.4198 0.0 0.1 0.2
H -1.3715 -2.3097 -0.4656 -0.1 0.0 -0.1
H -1.6462 -3.4692 -1.6551 0.0 0.1 0.0
H 3.0161 -0.0706 -0.9655 0.1 0.1 0.0
H 5.2656 -0.4694 -1.9840 0.0 0.0 0.0
H 5.7014 -2.5362 -3.2554 0.0 0.0 0.0
H 3.9233 -4.2414 -3.5211 0.0 0.0 0.0
O 0.8612 0.5566 -2.6161 -0.3 0.0 -0.3
C -0.1559 0.0834 -3.1263 0.5 0.1 -0.1
N -1.1429 -0.5431 -2.4724 -0.8 -0.2 -0.4
S -2.3084 -1.0531 -3.4600 0.2 -0.3 -0.2
O -2.3733 -2.5060 -3.4898 0.1 0.1 -0.1
O -3.5803 -0.4032 -3.2671 0.1 0.2 0.1
C -1.5706 -0.4592 -4.9887 0.2 0.1 0.6
C -2.0073 -0.4711 -6.2955 -0.2 -0.1 0.0
C -1.2182 0.1561 -7.2533 0.0 0.0 0.1
C -0.0199 0.7613 -6.8869 0.1 0.0 -0.1
C 0.4145 0.7539 -5.5677 0.0 0.0 0.1
C -0.3870 0.1480 -4.6147 0.0 0.1 -0.3
H -2.9422 -0.9481 -6.5585 0.0 0.0 0.0
H -1.5420 0.1749 -8.2865 0.0 0.0 0.0
H 0.5850 1.2453 -7.6442 0.0 0.0 0.0
H 1.3490 1.2108 -5.2692 0.0 0.0 0.0
O -1.1710 -6.7325 1.0747 -0.1 0.2 0.0
C 0.2370 -6.7592 1.1127 0.4 -0.3 -0.1
N 0.6888 -5.4195 1.3531 -0.2 0.0 0.1
C 2.0181 -5.1702 1.3958 -0.2 0.0 0.0
O 2.8304 -6.0758 1.2244 0.0 0.0 0.1
C 2.4302 -3.7563 1.5899 0.2 0.3 -0.1
C 3.7703 -3.4711 1.8349 -0.1 0.0 -0.1
C 4.1692 -2.1531 1.8678 0.1 0.0 0.1
C 3.2178 -1.1668 1.6336 -0.1 0.0 0.1
N 1.9338 -1.4142 1.4322 0.3 0.1 0.2
C 1.5549 -2.6862 1.4404 0.2 -0.3 0.0
H -1.4810 -7.5674 0.7196 0.0 0.0 0.0
H 0.6674 -7.1062 0.1632 -0.1 0.0 0.1
H 0.5963 -7.4305 1.9073 0.0 0.1 -0.1
H -0.0074 -4.7241 1.5748 0.0 0.0 0.1
H 4.4692 -4.2816 1.9911 0.0 0.0 -0.1
H 5.1990 -1.8846 2.0645 0.0 0.0 0.0
H 3.4995 -0.1218 1.6042 0.1 0.1 0.1
H 0.4979 -2.8479 1.3046 0.0 0.0 -0.1
C -1.7293 -2.2866 6.5782 0.1 0.2 -0.1
C -0.8601 -1.1086 6.9997 0.0 -0.3 0.0
C 0.1716 -1.5054 8.0566 -0.1 0.2 -0.1
O -0.2152 -0.4967 5.8876 0.2 0.1 -0.1
P 0.5488 -1.1848 4.6092 -0.2 -0.3 0.4
S 1.7553 -2.6601 5.2058 -0.1 0.0 -0.1
S -0.8028 -1.5722 3.2187 0.1 0.2 0.2
O 1.4746 0.0710 4.2156 -0.1 0.2 0.0
C 2.3840 0.6815 5.1373 0.2 0.1 0.2
C 1.6925 1.6901 6.0588 -0.1 -0.2 -0.2
C 3.4324 1.4045 4.2980 -0.2 -0.2 0.0
H -2.2976 -2.6687 7.4296 0.0 0.0 0.1
H -1.0944 -3.0761 6.1753 0.0 -0.1 0.0
H -2.4132 -1.9698 5.7923 0.0 -0.1 0.0
H -1.5021 -0.3152 7.4062 0.1 -0.1 -0.1
H 0.8476 -2.2423 7.6296 0.0 0.0 0.1
H -0.3122 -1.9157 8.9466 -0.1 0.0 0.0
H 0.7565 -0.6292 8.3427 0.0 0.0 0.1
H 2.8581 -0.1139 5.7273 0.0 0.1 -0.1
H 0.9932 2.2657 5.4563 -0.1 0.2 0.0
H 2.4334 2.3515 6.5139 0.0 0.0 0.0
H 1.1402 1.1909 6.8476 -0.1 0.0 0.0
H 2.9105 2.0151 3.5598 0.1 0.1 -0.1
H 4.0846 0.6951 3.7913 0.0 0.0 -0.1
H 4.0462 2.0493 4.9287 0.0 0.0 0.0

=====

(5)
9
Properties=species:S:1:pos:R:3:forces:R:3 method="wB97M-V/def2-TZVPD" e_tot_ha=-1563.092418 mol_weight_g_mol=163.01 lumo_energy_ev="3.538 / 3.468" relative_energy_kj_mol=166.4 e_homo_ev="-2.25 / -3.52" homo_lumo_gap_ev="5.8 / 7.0" charge=-1
C -1.7564 -1.2329 0.1548 -0.8 -0.5 0.4
N 1.5770 0.6426 0.2531 -0.4 -1.4 2.1
O 0.2295 2.5654 -0.6356 0.1 1.0 -1.0
O -1.5874 -0.1272 0.5840 -0.6 1.0 0.5
S 0.1565 1.6092 0.4679 1.4 -1.1 0.6
Cl -0.5399 -2.4855 0.7586 0.9 -1.0 0.2
Cl -2.0101 -1.4528 -1.6497 0.0 -0.2 -1.0
H 2.1602 0.8117 -0.5040 0.7 1.0 -1.8
H 1.7706 -0.3305 0.5708 -1.3 1.2 0.0